C29H31As2F6GeNO4S2Zr | ωB97M-V/def2-TZVPD

CARTESIAN COORDINATES (ANGSTROEM)
H 4.053 -1.252 1.155
C -0.616 -2.113 6.299
C 1.829 5.042 -0.799
H 0.899 -4.051 -1.475
C 4.100 0.759 1.911
H -1.325 -4.073 -2.005
F 5.489 2.690 -2.494
C -2.991 2.087 -1.432
C -1.693 -2.568 4.148
C 3.469 -0.374 1.404
H 0.779 -1.126 -4.285
C 3.356 1.879 2.255
F 4.737 1.760 -4.305
C -2.814 -2.999 2.045
O 2.129 0.873 -2.851
H 3.852 2.757 2.649
S 1.328 4.019 -2.299
C 1.312 0.739 1.617
H 2.208 -1.913 -3.585
C 1.121 -1.912 -3.616
O 0.503 2.913 -1.666
C -1.455 -2.899 5.499
C -1.985 -3.218 -2.082
H -2.438 -1.631 0.460
C -4.214 -2.348 -2.350
C 1.974 1.879 2.089
H -1.939 -3.772 5.919
H -3.494 -3.598 1.453
H -4.398 -0.216 -2.417
Zr 0.830 1.009 -0.822
H 2.126 -3.047 -0.696
Ge -0.687 0.585 1.357
H -2.496 1.324 -4.459
C -1.537 2.107 2.238
N 2.634 3.388 -2.921
H -1.208 3.048 1.797
C 2.089 -0.382 1.252
As 0.415 -1.606 -1.840
F 3.098 5.353 -0.890
C -1.332 -1.073 2.229
C -0.013 -0.998 5.758
H 1.598 -1.298 0.931
H -0.451 -2.382 7.334
H -0.781 0.864 -4.523
H 5.174 0.765 2.042
F 1.618 4.291 0.286
O 0.612 4.846 -3.187
O 2.961 1.893 -0.903
H -2.619 2.041 2.128
C -3.350 -3.428 -2.238
H 0.254 0.228 4.018
S 3.005 1.969 -2.384
H -1.302 2.112 3.303
H -5.275 -2.512 -2.478
H -3.031 -4.216 3.811
H 0.633 -0.381 6.368
H 0.757 -2.876 -3.967
H -3.324 1.704 -0.469
C -3.716 -1.051 -2.314
C -2.556 -3.346 3.373
C -1.069 -1.416 3.580
H 1.408 2.763 2.358
C -0.234 -0.652 4.416
F 1.069 6.101 -0.760
H -3.830 2.130 -2.125
C -2.351 -0.836 -2.155
C -2.211 -1.883 1.490
H 0.527 -3.255 0.072
C 4.767 1.729 -3.002
H -3.736 -4.438 -2.284
F 5.140 0.551 -2.550
H -1.242 2.520 -4.061
C -1.483 -1.922 -2.033
H -2.585 3.090 -1.309
As -1.610 0.940 -2.140
C -1.520 1.468 -3.999
C 1.057 -3.157 -0.875

Atoms 1-6, force components in eV/Å:
H 0.00 0.00 0.01
C -0.02 -0.04 0.01
C 0.06 -0.01 -0.03
H 0.00 0.00 -0.02
C -0.01 -0.01 -0.01
H -0.01 -0.01 0.00

## Properties
Spin multiplicity: 2
LUMO level (spin up / spin down), eV: -9.3 / -11.4
HOMO-LUMO gap (spin up / spin down), eV: 7.373 / 5.315
Highest occupied orbital energy (spin up / spin down), Ha: -0.614 / -0.615
Strongest force on any atom, eV/Å: 0.62
⟨S²⟩: 0.777
Molar mass, g/mol: 949.4
Total energy, eV: -257678.665
Energy above the lowest of the compared OMol25 structures with the same formula, charge and spin, kJ/mol: 118.0
Total charge: +3


C29H31AsCl2MnN2OSi | ωB97M-V/def2-TZVPD

CARTESIAN COORDINATES (ANGSTROEM)
Cl 0.565 -4.489 2.441
C -1.577 1.709 -1.048
N -0.697 -1.221 2.417
C -0.178 1.448 1.859
H -4.888 -2.851 1.557
C 0.189 -2.401 -4.470
H -0.031 -3.215 -5.149
C 3.208 1.939 -3.333
C -1.687 -1.722 1.577
H -2.037 1.210 3.938
H -1.721 0.638 -0.959
C 1.267 -2.504 -3.597
H 0.831 4.031 -1.678
H -3.127 -0.105 4.395
H 1.301 -0.603 5.468
H -2.179 -2.411 -1.728
H 3.005 2.858 -0.061
C 2.734 2.022 -2.030
H -1.437 -1.184 -5.164
C 0.914 -0.154 4.550
C -3.658 -2.688 -0.194
C 4.347 2.648 -3.686
C 4.996 3.431 -2.741
H 0.839 0.924 4.700
H 1.703 -0.308 3.804
C 3.381 2.804 -1.077
C 1.341 -3.790 1.057
H 1.886 -3.391 -3.601
H 0.614 -3.537 0.297
H -3.314 4.596 -0.798
H -0.940 0.676 -3.620
C -2.474 3.933 -0.957
H 5.884 3.983 -3.019
H -2.075 0.626 5.603
C -0.601 -1.261 -4.482
C -2.134 0.316 4.557
C -0.325 2.245 -1.338
C -3.918 -2.570 1.168
C -0.144 3.618 -1.451
Si -0.772 -0.897 4.157
H 4.726 2.589 -4.697
H -1.938 -2.987 4.938
C -0.321 -0.213 -3.614
H 2.391 -1.537 -2.045
H 2.701 1.325 -4.068
H 5.027 4.121 -0.708
C -2.413 -2.324 -0.673
H -3.625 2.150 -0.620
O 1.538 0.308 -0.051
H 2.121 -4.444 0.687
C -2.959 -2.086 2.040
C -1.434 -1.866 0.201
C -1.227 4.462 -1.256
C -2.652 2.558 -0.858
C 1.554 -1.463 -2.729
As 1.165 1.079 -1.513
H -0.184 -3.198 4.861
H -0.460 -1.643 -0.241
C -0.979 -2.496 5.110
C 4.516 3.510 -1.440
H -3.191 -1.982 3.091
Cl 2.232 -2.244 1.439
H -1.094 5.532 -1.332
C 0.755 -0.321 -2.742
Mn 0.580 -0.335 1.439
H -0.905 -2.284 6.180
N -0.595 2.496 2.102
H -4.417 -3.064 -0.866

Atoms 1-6, force components in eV/Å:
Cl -0.03 -0.02 0.03
C -0.04 -0.04 -0.03
N 0.15 -0.31 0.10
C 0.00 -0.09 0.11
H 0.01 0.00 0.00
C 0.00 0.00 0.00

## Properties
Spin multiplicity: 5
LUMO level (spin up / spin down), eV: -3.9 / -3.2
HOMO-LUMO gap (spin up / spin down), eV: 6.741 / 7.624
Highest occupied orbital energy (spin up / spin down), Ha: -0.391 / -0.399
Strongest force on any atom, eV/Å: 0.75
⟨S²⟩: 6.091
Molar mass, g/mol: 652.4
Total energy, eV: -160680.672
Energy above the lowest of the compared OMol25 structures with the same formula, charge and spin, kJ/mol: 0.0
Total charge: +1


C29H31BF6N2O3PRh | ωB97M-V/def2-TZVPD

CARTESIAN COORDINATES (ANGSTROEM)
C 7.553 -0.451 1.707
H 2.804 2.500 -3.809
F 1.418 -5.416 0.157
C 1.284 -0.464 3.041
C -5.729 0.085 1.365
C 1.550 1.418 -2.401
H -2.740 -2.041 -1.581
H -3.135 2.290 -4.992
F 0.158 -3.512 0.441
H -6.361 1.378 -0.262
H -3.379 1.560 1.814
C -1.378 1.060 -4.868
O -0.625 -0.303 -1.030
H 6.842 -0.311 -0.304
H -5.513 -1.521 2.810
C -4.334 -0.087 0.754
C -5.756 1.169 2.444
C 5.868 -0.493 3.391
O 4.357 -0.134 0.103
C -2.180 2.131 -4.505
C 7.200 -0.505 3.061
H -7.195 -1.111 2.428
C -2.898 -1.263 -0.845
C 6.586 -0.357 0.747
H -5.074 0.931 3.263
C 0.271 1.673 -3.202
H -1.702 0.380 -5.648
N 2.359 -0.316 2.185
H 3.498 2.332 -2.180
H 1.237 -0.916 5.207
H 2.196 3.498 -2.480
H 3.738 -1.153 4.822
H 1.486 2.423 -0.425
C -0.536 2.762 -2.865
H 1.452 -0.766 -2.556
H 0.423 -0.028 -4.507
H -5.486 2.148 2.041
C -6.192 -1.229 2.006
O -0.926 1.327 0.574
H -4.935 -1.753 -0.460
C 1.238 1.475 -0.897
C 2.163 0.045 -2.720
H -6.824 -0.312 -0.480
C -1.748 2.988 -3.499
C -4.121 -1.088 -0.199
F 2.345 -3.525 1.089
H 8.597 -0.474 1.418
F 1.697 -2.279 -0.721
H -0.223 3.426 -2.066
H 3.040 -0.127 -2.082
H 7.957 -0.555 3.833
C 4.850 -0.424 2.432
H -2.367 3.823 -3.193
H 2.515 -0.006 -3.754
H 5.600 -0.513 4.443
C -0.166 0.834 -4.222
H -6.224 -2.046 1.283
H -7.704 0.698 0.681
C 1.743 -0.730 4.277
H -6.765 1.246 2.855
Rh 2.260 -0.078 0.074
N 3.121 -0.701 4.171
F 0.773 -4.157 -1.659
P 1.557 -3.878 -0.279
C 3.462 -0.476 2.879
C 5.200 -0.304 1.064
C -6.717 0.485 0.258
C -3.276 0.767 1.086
H 0.267 -0.382 2.694
B -0.029 0.807 -0.396
C -1.885 -0.397 -0.509
C 2.575 2.507 -2.739
C -2.070 0.586 0.445
F 2.959 -4.174 -1.009

Atoms 1-6, force components in eV/Å:
C 0.10 -0.01 0.09
H 0.01 0.00 0.03
F -0.01 -0.10 0.04
C -0.12 -0.02 -0.21
C 0.03 -0.01 -0.03
C 0.17 -0.10 0.02

## Properties
Spin multiplicity: 2
LUMO level (spin up / spin down), eV: 2.3 / 2.3
HOMO-LUMO gap (spin up / spin down), eV: 7.019 / 7.286
Highest occupied orbital energy (spin up / spin down), Ha: -0.175 / -0.183
Strongest force on any atom, eV/Å: 1.60
⟨S²⟩: 1.064
Molar mass, g/mol: 714.3
Total energy, eV: -68987.926
Total charge: -1


Which value of total charge does entry 3 give?
-1